97
Properties=species:S:1:pos:R:3:mulliken_spin:R:1 method="wB97M-V/def2-TZVPD" homo_energy_ev="-6.75 / -7.84" spin_multiplicity=4 relative_energy_kj_mol=153.4 s_squared=3.77
Ni -1.56 0.16 -0.45 1.472
S -3.09 0.93 -1.97 0.173
C -2.98 2.50 -1.25 -0.002
C -3.82 3.56 -1.60 -0.002
C -3.60 4.80 -1.04 -0.002
C -2.55 4.98 -0.15 0.004
C -1.78 3.88 0.15 0.003
N -1.98 2.66 -0.37 0.001
H -4.62 3.40 -2.31 -0.005
H -4.25 5.64 -1.30 -0.001
H -2.33 5.94 0.29 0.001
H -0.93 3.97 0.82 0.001
C 0.44 -5.98 -1.14 0.017
C -0.42 -5.72 -0.08 -0.006
C -1.19 -4.56 -0.08 0.040
C -1.10 -3.63 -1.12 0.030
C -0.22 -3.91 -2.17 0.000
C 0.53 -5.07 -2.19 -0.007
Si -2.21 -2.09 -1.12 0.170
C -3.09 -2.13 -2.79 -0.033
C -2.45 -1.70 -3.95 0.025
C -3.08 -1.76 -5.19 0.003
C -4.37 -2.25 -5.28 0.003
C -5.03 -2.67 -4.14 0.002
C -4.39 -2.62 -2.91 0.016
H 1.02 -6.90 -1.16 0.001
H -0.51 -6.43 0.73 0.000
H -1.87 -4.38 0.74 0.005
H -0.14 -3.22 -3.00 -0.007
H 1.18 -5.28 -3.03 0.000
H -3.25 -2.47 -0.11 0.010
H -1.45 -1.28 -3.89 0.005
H -2.56 -1.41 -6.08 0.000
H -4.87 -2.29 -6.24 0.000
H -6.04 -3.05 -4.20 0.000
H -4.92 -2.95 -2.02 0.000
N 3.46 -4.01 -1.13 0.000
C 2.95 -2.76 -1.24 -0.001
O 3.35 -1.95 -2.06 0.000
C 1.93 -2.35 -0.21 0.011
C 1.54 -3.10 0.89 0.009
C 0.66 -2.56 1.81 -0.001
C 0.25 -1.25 1.65 0.046
N 0.60 -0.52 0.57 -0.062
C 1.42 -1.08 -0.35 0.062
H 4.08 -4.29 -1.88 0.000
H 2.92 -4.73 -0.69 0.000
H 1.92 -4.11 1.05 -0.001
H 0.31 -3.08 2.69 -0.001
H -0.38 -0.81 2.41 -0.034
H 1.69 -0.48 -1.21 -0.018
Cl -4.58 -2.53 3.11 0.085
C -3.92 -0.99 3.24 0.546
Cl -1.39 -1.74 4.41 0.098
Cl -4.41 0.04 4.49 0.080
C -3.13 -0.49 2.22 0.000
N -2.52 -0.06 1.34 0.231
C 0.24 3.18 -2.40 0.000
Si 1.57 2.51 -1.28 0.011
C 2.59 1.40 -2.40 -0.003
C 2.65 3.92 -0.64 0.000
Ge 1.13 1.46 0.89 0.029
Si 0.07 2.37 2.89 -0.001
C -1.77 2.67 3.06 0.003
C 0.92 4.05 2.95 0.000
C 0.66 1.35 4.34 -0.002
Si 3.36 0.93 1.75 -0.003
C 3.31 -0.56 2.91 0.000
C 4.58 0.53 0.39 0.000
C 4.06 2.39 2.70 0.000
H 0.76 3.45 -3.33 0.000
H -0.26 4.07 -2.03 0.000
H -0.52 2.43 -2.64 -0.001
H 3.07 2.07 -3.12 0.000
H 1.94 0.74 -2.98 -0.001
H 3.36 0.80 -1.94 0.000
H 2.92 4.56 -1.48 0.000
H 3.57 3.55 -0.19 0.000
H 2.13 4.54 0.09 0.000
H -1.99 3.74 2.98 0.000
H -2.06 2.34 4.07 0.001
H -2.40 2.15 2.35 0.000
H 0.52 4.75 2.22 0.000
H 2.01 4.02 2.84 0.000
H 0.71 4.47 3.94 0.000
H 0.22 0.35 4.38 0.000
H 0.32 1.87 5.24 0.000
H 1.75 1.27 4.40 0.000
H 2.39 -0.69 3.47 0.000
H 4.12 -0.43 3.63 0.000
H 3.51 -1.48 2.36 0.000
H 4.28 -0.29 -0.27 0.000
H 5.52 0.23 0.88 0.000
H 4.81 1.40 -0.23 0.000
H 3.54 2.57 3.64 0.000
H 4.07 3.32 2.13 0.000
H 5.10 2.14 2.94 0.000


59
Properties=species:S:1:pos:R:3:lowdin_charge:R:1 method="wB97M-V/def2-TZVPD" homo_energy_ev=-4.31 charge=-1
C -3.21 3.35 6.69 0.072
C -2.66 2.48 5.87 -0.069
C -1.94 1.89 4.55 -0.118
C -2.76 1.50 3.23 -0.004
C -2.05 0.92 1.91 -0.013
C -0.49 0.76 1.89 -0.083
C 0.40 0.23 0.66 -0.168
C -0.36 0.17 -0.76 -0.224
C -1.01 1.57 -1.26 -0.192
C -2.12 1.17 -2.41 -0.205
C -1.88 1.94 -3.81 -0.223
C -0.43 1.66 -4.48 -0.208
C -0.35 0.26 -5.30 -0.208
C 0.95 -0.64 -4.96 -0.206
C 0.72 -1.72 -3.78 -0.237
C 1.04 -3.25 -4.19 -0.224
C 0.86 -4.14 -2.82 -0.252
C -0.70 -4.20 -2.40 -0.141
C 0.31 1.14 3.22 0.028
C -0.38 1.68 4.53 0.011
C 0.76 1.90 5.64 -0.274
O 0.71 2.47 6.78 0.058
N 1.96 1.26 5.00 0.103
C 1.89 1.04 3.52 -0.278
O 2.87 0.80 2.76 0.046
H -3.70 4.05 7.45 0.044
H -3.91 1.65 3.27 0.097
H -2.68 0.65 0.98 0.094
H 1.40 0.81 0.53 0.127
H 0.72 -0.86 0.92 0.132
H 0.46 -0.10 -1.55 0.095
H -1.10 -0.73 -0.80 0.111
H -1.47 2.21 -0.42 0.097
H -0.19 2.23 -1.75 0.111
H -1.99 0.03 -2.64 0.089
H -3.20 1.27 -2.00 0.112
H -2.11 3.07 -3.69 0.110
H -2.67 1.54 -4.58 0.109
H -0.23 2.58 -5.18 0.112
H 0.44 1.65 -3.73 0.091
H -1.34 -0.33 -5.11 0.107
H -0.26 0.54 -6.42 0.106
H 1.39 -1.19 -5.90 0.111
H 1.78 0.09 -4.59 0.109
H 1.46 -1.46 -2.91 0.106
H -0.37 -1.62 -3.40 0.094
H 2.17 -3.30 -4.47 0.115
H 0.36 -3.63 -5.04 0.110
H 1.36 -5.18 -2.91 0.100
H 1.42 -3.54 -2.00 0.105
H -1.35 -4.14 -3.36 0.077
H -0.99 -3.27 -1.77 0.064
H -0.95 -5.15 -1.80 0.070
H 2.24 0.37 5.50 0.126
C 4.62 -0.51 7.49 -0.865
O 4.36 -1.08 8.59 -0.090
O 3.48 -0.08 6.89 -0.009
O 5.70 -0.29 6.91 -0.051
H 2.93 -0.43 7.62 0.094


103
Properties=species:S:1:pos:R:3:lowdin_charge:R:1 method="wB97M-V/def2-TZVPD" homo_energy_ev=-10.38 relative_energy_kj_mol=0.0 charge=+1
Na 3.23 1.48 2.27 0.662
Na 3.04 -2.14 -0.03 0.644
O 0.36 0.39 -0.56 0.046
C 1.51 0.92 -0.05 -0.731
O 1.39 2.03 0.54 -0.051
O 2.60 0.28 -0.14 -0.061
H -0.27 1.12 -0.34 0.070
C 1.38 -6.54 -3.29 -0.106
O 0.13 -5.89 -3.21 -0.231
C -0.80 -6.34 -4.20 -0.205
C -1.87 -5.27 -4.28 -0.221
N -2.57 -5.15 -3.03 -0.047
C -3.73 -4.28 -3.04 -0.203
C -3.46 -2.87 -3.52 -0.231
O -2.43 -2.32 -2.73 -0.218
C -2.57 -0.91 -2.50 -0.073
H 1.88 -6.23 -4.21 0.093
H 1.27 -7.62 -3.20 0.093
H 1.97 -6.16 -2.45 0.075
H -1.17 -7.34 -3.97 0.128
H -0.27 -6.37 -5.17 0.125
H -2.59 -5.55 -5.06 0.131
H -1.39 -4.36 -4.67 0.117
H -1.95 -4.83 -2.30 0.076
H -4.09 -4.24 -2.01 0.122
H -4.54 -4.75 -3.61 0.123
H -4.40 -2.30 -3.46 0.124
H -3.11 -2.90 -4.56 0.121
H -3.55 -0.67 -2.07 0.088
H -2.45 -0.38 -3.45 0.099
H -1.78 -0.66 -1.80 0.068
C 1.03 -3.62 2.47 -0.100
O 1.25 -3.51 1.10 -0.226
C 0.03 -3.32 0.37 -0.179
C 0.28 -3.49 -1.11 -0.173
N 1.01 -2.33 -1.64 -0.056
C 1.27 -2.48 -3.06 -0.182
C 2.12 -1.32 -3.58 -0.218
O 2.29 -1.54 -4.97 -0.178
C 3.09 -0.57 -5.56 -0.127
H 0.36 -4.46 2.69 0.100
H 0.62 -2.71 2.92 0.086
H 1.99 -3.83 2.95 0.094
H -0.27 -2.29 0.61 0.125
H -0.75 -4.02 0.68 0.137
H -0.67 -3.55 -1.64 0.096
H 0.90 -4.37 -1.23 0.116
H 0.52 -1.48 -1.40 0.073
H 0.36 -2.38 -3.67 0.129
H 1.76 -3.43 -3.24 0.123
H 3.12 -1.26 -3.11 0.121
H 1.59 -0.38 -3.38 0.132
H 4.11 -0.58 -5.15 0.091
H 2.72 0.45 -5.42 0.092
H 3.21 -0.77 -6.63 0.089
C -0.89 0.53 7.42 -0.102
O 0.04 0.72 6.39 -0.187
C -0.53 0.61 5.11 -0.231
C 0.61 0.60 4.10 -0.189
N 1.38 1.86 4.02 -0.055
C 0.58 2.97 3.44 -0.198
C 1.36 4.24 3.40 -0.240
O 1.69 4.61 4.71 -0.173
C 2.47 5.79 4.76 -0.085
H -1.27 -0.50 7.44 0.091
H -1.73 1.23 7.29 0.094
H -0.41 0.74 8.37 0.092
H -1.20 1.46 4.94 0.120
H -1.12 -0.31 5.04 0.129
H 0.13 0.43 3.12 0.112
H 1.31 -0.22 4.25 0.112
H 1.51 2.16 5.00 0.114
H -0.34 3.15 4.01 0.128
H 0.26 2.68 2.43 0.102
H 0.81 5.02 2.86 0.118
H 2.29 4.06 2.81 0.119
H 1.93 6.66 4.37 0.091
H 3.43 5.63 4.24 0.089
H 2.68 5.98 5.81 0.092
C -2.55 0.73 1.14 -0.080
O -1.83 1.61 0.30 -0.255
C -2.62 2.65 -0.26 -0.194
C -1.73 3.33 -1.29 -0.190
N -0.48 3.87 -0.79 -0.050
C -0.58 5.06 0.08 -0.188
C 0.79 5.64 0.21 -0.249
O 0.79 6.73 1.10 -0.182
C 2.07 7.23 1.30 -0.127
H -1.85 -0.06 1.41 0.081
H -3.32 0.21 0.55 0.091
H -2.97 1.24 2.01 0.097
H -2.94 3.32 0.55 0.126
H -3.48 2.21 -0.77 0.127
H -2.28 4.07 -1.87 0.123
H -1.42 2.53 -1.98 0.119
H 0.11 3.16 -0.37 0.054
H -0.97 4.74 1.07 0.116
H -1.31 5.74 -0.34 0.130
H 1.11 5.98 -0.78 0.134
H 1.53 4.86 0.46 0.118
H 2.63 7.34 0.36 0.094
H 2.69 6.58 1.94 0.070
H 1.97 8.22 1.75 0.096


53
Properties=species:S:1:pos:R:3:lowdin_charge:R:1 method="wB97M-V/def2-TZVPD" homo_energy_ev=-8.62 relative_energy_kj_mol=166.4 smiles="CN(Cc1ccccc1)C(=O)CCS(=O)(=O)c1ccc2c(c1)n(C)c(=O)c(=O)n2C"
C 0.81 1.28 -2.53 -0.008
N 1.71 0.28 -1.99 -0.089
C 1.25 -0.97 -1.78 -0.439
O 0.10 -1.28 -2.06 0.028
C 2.22 -1.99 -1.19 -0.121
C 1.50 -3.27 -0.81 -0.197
H 2.14 -4.14 -0.85 0.112
H 0.61 -3.43 -1.41 0.100
S 0.97 -3.18 0.94 0.699
O 0.23 -4.37 1.25 -0.303
O 2.14 -2.89 1.73 -0.317
C -0.11 -1.75 1.05 -0.272
C -1.23 -1.70 0.25 -0.004
C -2.01 -0.54 0.22 -0.118
C -1.69 0.52 1.09 -0.117
C -0.59 0.41 1.93 -0.004
C 0.21 -0.71 1.90 -0.069
H 1.08 -0.81 2.54 0.116
H -0.34 1.21 2.61 0.099
N -2.47 1.66 1.08 -0.007
C -3.57 1.81 0.26 -0.321
O -4.26 2.80 0.29 0.109
C -3.88 0.68 -0.70 -0.326
O -4.80 0.79 -1.48 0.108
N -3.07 -0.42 -0.65 0.000
C -3.32 -1.47 -1.63 0.002
H -4.11 -1.12 -2.29 0.094
H -3.64 -2.39 -1.14 0.106
H -2.41 -1.64 -2.21 0.091
C -2.16 2.76 1.97 -0.009
H -2.22 2.45 3.01 0.104
H -1.17 3.16 1.76 0.099
H -2.91 3.54 1.79 0.092
H -1.46 -2.55 -0.37 0.115
H 2.70 -1.60 -0.29 0.105
H 2.99 -2.20 -1.93 0.133
C 3.06 0.75 -1.76 -0.109
C 3.10 1.80 -0.67 -0.214
C 2.55 1.52 0.57 -0.029
C 2.58 2.47 1.58 -0.075
C 3.17 3.70 1.35 -0.086
C 3.72 3.99 0.11 -0.079
C 3.69 3.04 -0.90 -0.041
H 4.12 3.27 -1.86 0.111
H 4.18 4.95 -0.07 0.104
H 3.19 4.44 2.14 0.103
H 2.16 2.24 2.54 0.101
H 2.09 0.56 0.75 0.090
H 3.72 -0.08 -1.50 0.123
H 3.43 1.19 -2.70 0.130
H -0.17 0.83 -2.66 0.087
H 0.74 2.12 -1.84 0.096
H 1.18 1.63 -3.49 0.098


24
Properties=species:S:1:pos:R:3:lowdin_charge:R:1 method="wB97M-V/def2-TZVPD" homo_energy_ev=-9.64 relative_energy_kj_mol=71.3
Li 28.12 1.45 34.65 0.646
O 28.37 3.43 34.39 -0.449
H 28.48 4.42 34.31 0.042
O 26.15 3.72 35.93 -0.077
H 26.99 3.93 35.59 -0.053
H 26.13 3.18 36.78 0.063
O 30.40 3.22 32.59 -0.155
H 31.02 4.08 32.66 0.137
H 29.64 3.43 33.22 -0.011
O 29.74 0.88 33.44 -0.085
H 30.05 1.53 32.79 0.009
H 30.33 0.90 34.19 0.042
O 26.71 0.74 34.15 -0.115
H 26.19 0.53 33.30 0.141
H 26.84 -0.08 34.63 0.041
O 28.58 0.90 36.50 -0.040
H 29.00 0.07 36.40 0.048
H 27.84 0.92 37.13 0.081
O 30.23 3.56 36.40 -0.136
H 29.65 3.69 35.53 0.027
H 29.94 2.95 37.06 -0.020
O 27.13 2.93 32.21 -0.037
H 27.66 3.15 32.95 -0.095
H 27.64 3.48 31.70 -0.003


76
Properties=species:S:1:pos:R:3:mulliken_spin:R:1 method="wB97M-V/def2-TZVPD" homo_energy_ev="-14.52 / -15.36" spin_multiplicity=7 relative_energy_kj_mol=0.0 charge=+2 s_squared=12.12
Eu -0.47 -0.22 0.24 4.054
C -4.91 -0.32 -1.34 0.003
C -3.57 0.31 -1.41 -0.034
N -2.60 -0.21 -0.74 0.286
O -2.87 -1.27 0.08 0.055
B -3.60 -1.20 1.53 -0.001
F -4.21 0.09 1.48 0.003
F -4.64 -2.08 1.69 0.000
O -2.50 -1.36 2.47 0.003
N -1.73 -0.10 2.20 -0.005
C -2.03 0.99 2.84 -0.001
C -3.11 1.10 3.84 -0.001
C -1.32 2.22 2.47 -0.006
N -0.52 2.07 1.47 -0.007
O -0.42 3.24 0.64 0.001
B -1.30 3.25 -0.49 0.019
F -0.85 4.31 -1.30 0.001
F -2.60 3.34 0.04 0.005
O -1.14 1.93 -1.23 0.096
N -1.93 1.72 -2.35 0.357
C -3.26 1.48 -2.18 0.489
C -4.24 2.59 -2.53 0.046
C -1.74 3.56 2.99 0.000
H -4.93 -1.13 -0.61 0.003
H -5.29 -0.67 -2.37 -0.006
H -5.70 0.45 -1.02 -0.005
H -3.56 0.16 3.86 0.000
H -3.82 1.85 3.49 0.000
H -2.81 1.49 4.80 0.000
H -5.08 2.22 -3.16 0.013
H -3.66 3.35 -3.15 0.001
H -4.52 3.15 -1.63 0.038
H -1.84 3.46 4.03 0.000
H -2.75 3.77 2.54 0.000
H -1.06 4.26 2.61 0.000
C 2.51 -0.19 -2.02 0.000
N 1.69 0.89 -1.42 0.001
C 2.32 1.47 -0.20 0.004
C 1.25 1.90 -2.42 0.010
C 0.26 1.44 -3.50 0.088
C 0.85 1.08 -4.70 -0.029
C 0.13 0.83 -5.88 0.215
C -1.22 0.54 -5.76 -0.028
C -1.89 0.77 -4.55 0.228
C -1.17 1.36 -3.42 0.098
H 3.43 0.22 -2.47 0.000
H 1.95 -0.65 -2.85 0.002
H 2.77 -1.03 -1.34 0.001
H 3.30 1.88 -0.41 0.000
H 2.57 0.59 0.47 -0.002
H 1.62 2.10 0.19 -0.001
H 2.13 2.25 -2.96 0.005
H 0.92 2.80 -1.85 0.005
H 1.93 0.99 -4.65 0.006
H 0.67 0.87 -6.82 -0.001
H -1.91 0.18 -6.58 0.003
H -2.90 0.45 -4.46 -0.008
C 5.49 -5.04 2.30 0.000
C 5.27 -3.71 3.12 0.000
C 4.52 -4.00 4.39 0.000
C 4.64 -2.60 2.28 0.000
N 3.19 -2.65 1.88 0.000
C 2.44 -3.61 1.32 0.000
N 1.28 -3.08 0.86 0.000
N 1.38 -1.78 1.00 -0.001
N 2.57 -1.44 1.55 -0.002
H 6.42 -5.60 2.42 0.000
H 5.53 -4.79 1.19 0.000
H 4.67 -5.81 2.40 0.000
H 6.28 -3.30 3.37 0.000
H 4.52 -3.11 5.08 0.000
H 4.93 -4.83 4.97 0.000
H 3.43 -4.32 4.18 0.000
H 5.27 -2.49 1.36 0.000
H 4.85 -1.65 2.81 0.000
H 2.69 -4.69 1.31 0.000


47
Properties=species:S:1:pos:R:3:lowdin_charge:R:1 method="wB97M-V/def2-TZVPD" homo_energy_ev=-8.91 smiles="O=C(F)C[PH4].CNC(C)=O.CNC(C)=O.CNC(C)=O"
O -1.45 -1.00 1.57 0.048
C -2.22 -1.86 2.01 -0.398
F -3.61 -1.68 2.24 0.013
C -1.64 -3.32 2.31 -0.338
P -1.21 -3.58 4.19 0.648
H -0.73 -3.50 1.65 0.093
H -2.49 -4.05 2.01 0.091
H -2.48 -2.99 4.58 -0.007
H 0.00 -2.81 4.01 -0.004
H -1.26 -5.01 3.92 -0.015
H -0.86 -3.81 5.59 -0.101
C -0.52 -3.00 -3.60 -0.018
C 0.35 -2.55 -2.45 -0.561
O 1.42 -3.09 -2.20 0.013
N -0.09 -1.51 -1.69 0.022
C -1.31 -0.76 -1.83 -0.074
H -0.04 -3.83 -4.11 0.081
H -1.49 -3.34 -3.22 0.082
H -0.66 -2.18 -4.31 0.082
H 0.55 -1.27 -0.95 0.139
H -1.05 0.29 -1.98 0.058
H -1.88 -0.86 -0.90 0.063
H -1.92 -1.11 -2.66 0.076
C 0.41 1.14 2.53 -0.020
C 1.28 1.59 3.67 -0.551
O 2.35 1.06 3.92 0.022
N 0.84 2.63 4.43 -0.003
C -0.39 3.39 4.29 -0.083
H 0.88 0.31 2.01 0.080
H -0.56 0.80 2.91 0.066
H 0.27 1.96 1.81 0.092
H 1.47 2.88 5.17 0.138
H -0.13 4.44 4.13 0.081
H -0.96 3.29 5.22 0.081
H -1.00 3.03 3.46 0.075
C 2.69 1.66 -3.21 -0.006
C 1.27 2.13 -3.03 -0.542
O 0.60 1.83 -2.05 0.012
N 0.74 2.92 -4.01 0.003
C 1.37 3.39 -5.22 -0.079
H 2.97 1.04 -2.36 0.087
H 2.77 1.06 -4.12 0.087
H 3.37 2.51 -3.26 0.086
H -0.21 3.20 -3.82 0.141
H 1.37 4.48 -5.22 0.083
H 0.78 3.03 -6.07 0.083
H 2.39 3.03 -5.32 0.075


7
Properties=species:S:1:pos:R:3:lowdin_charge:R:1 method="wB97M-V/def2-TZVPD" homo_energy_ev=-9.22 relative_energy_kj_mol=126.6
N 0.07 -0.36 0.41 -0.287
Si -1.65 -0.53 0.36 0.201
Br -2.07 0.57 2.28 0.089
H 0.47 -0.73 -0.35 -0.157
H 0.64 0.35 0.96 0.055
H 1.09 0.04 -2.04 0.045
H 1.44 0.65 -1.62 0.055